1.
Below is a molecular structure, C43H55F5N2O6PRbSi2Te, with properties calculated with wB97M-V/def2-TZVPD.

As for the orbital gap: 6.48 eV. Its lowest unoccupied orbital energy is 3.667 eV. For the HOMO energy, the calculation gives -2.818 eV. For the relative energy (zero: lowest compared OMol25 entry of this formula, charge and spin), the calculation gives 1.335 eV. Its charge is -2.

Each line ends with the Mulliken charge.
Positions of all 116 atoms, in Å:
Rb -0.54 -0.88 0.28  1.436
O 1.67 -1.16 3.66  -0.908
C 0.55 -1.45 3.20  -0.301
O -0.37 -0.62 2.92  -0.514
C 0.18 -2.96 3.09  0.136
C -1.33 -3.17 2.95  0.106
C -1.68 -4.64 3.27  -1.011
C -1.26 -5.35 1.96  -0.911
C -0.65 -4.17 1.19  0.265
O -1.56 -3.11 1.54  -0.685
C 0.70 -3.81 1.87  0.484
C 1.83 -3.28 0.94  -0.469
O 2.92 -3.87 1.04  -0.931
O 1.54 -2.37 0.11  -0.085
H 0.57 -3.39 4.01  0.406
H -1.93 -2.42 3.47  0.723
H -2.74 -4.76 3.47  0.365
H -1.13 -5.00 4.14  0.334
H -2.13 -5.73 1.43  0.346
H -0.55 -6.16 2.11  0.396
H -0.60 -4.28 0.11  -0.164
H 1.14 -4.73 2.27  0.312
C 2.65 0.92 1.17  -1.226
C 2.67 2.11 0.22  0.557
C 1.25 2.52 -0.16  -0.625
C 3.55 1.80 -1.00  -0.248
C 3.78 3.00 -1.94  -0.613
O 3.67 2.44 -3.26  -0.477
C 3.22 1.16 -3.08  -0.315
N 3.06 0.74 -1.90  -0.097
C 3.20 0.34 -4.32  0.707
C 4.21 0.65 -5.24  -0.880
C 4.46 -0.16 -6.33  -0.624
C 3.72 -1.32 -6.50  -0.963
C 2.70 -1.61 -5.60  -0.115
C 2.39 -0.79 -4.52  -0.060
P 0.91 -1.14 -3.45  2.695
C -0.38 -1.57 -4.72  0.648
C -0.36 -2.69 -5.57  -0.136
C -1.41 -2.96 -6.43  -0.954
C -2.53 -2.14 -6.44  -0.531
C -2.60 -1.06 -5.58  -0.751
C -1.53 -0.78 -4.74  -0.157
C 1.31 -2.84 -2.91  -0.199
C 2.62 -3.21 -2.60  -0.606
C 2.90 -4.46 -2.08  -0.675
C 1.88 -5.38 -1.88  -0.334
C 0.57 -5.02 -2.17  -0.695
C 0.29 -3.75 -2.66  -0.225
H 1.95 1.08 2.00  0.081
H 3.63 0.72 1.60  0.441
H 2.34 0.01 0.65  -0.028
H 3.16 2.95 0.72  0.327
H 0.67 1.63 -0.39  -0.371
H 1.20 3.18 -1.02  0.549
H 0.77 3.02 0.69  0.049
H 4.50 1.44 -0.61  0.743
H 4.78 3.43 -1.84  0.331
H 3.03 3.78 -1.83  0.334
H 4.81 1.53 -5.06  0.457
H 5.25 0.10 -7.02  0.352
H 3.92 -1.99 -7.32  0.435
H 2.14 -2.52 -5.75  0.192
H 0.45 -3.39 -5.51  0.265
H -1.36 -3.83 -7.07  0.376
H -3.36 -2.36 -7.11  0.363
H -3.48 -0.44 -5.54  0.458
H -1.61 0.05 -4.06  -0.166
H 3.42 -2.48 -2.70  0.329
H 3.91 -4.71 -1.79  0.337
H 2.10 -6.35 -1.47  0.324
H -0.24 -5.71 -1.98  0.310
H -0.75 -3.47 -2.84  0.345
N -0.62 2.03 -2.83  0.088
C 0.11 1.84 -3.71  -0.424
H -1.12 1.80 -1.98  0.153
F -2.43 -1.09 -1.71  -0.085
C -3.26 -0.27 -0.88  -1.275
F -2.39 0.90 -0.58  0.295
C -4.18 0.37 -1.91  0.723
F -5.05 1.23 -1.32  -0.268
F -3.58 1.10 -2.90  -0.279
F -4.92 -0.56 -2.55  -0.300
C 0.88 0.54 6.35  -0.652
Si -0.36 1.92 6.15  0.214
C 0.52 3.54 5.80  -1.003
C -1.28 2.16 7.79  -1.105
C -1.63 1.49 4.84  -0.709
Te -1.13 2.09 2.85  0.418
C -1.83 4.13 3.14  -1.040
Si -2.91 4.65 1.71  0.072
C -4.58 3.82 1.83  -1.072
C -3.18 6.52 1.76  -1.111
C -2.12 4.23 0.06  -0.056
H 1.70 0.85 7.00  0.358
H 1.29 0.24 5.38  0.022
H 0.41 -0.34 6.78  0.267
H 1.29 3.71 6.56  0.400
H -0.17 4.39 5.81  0.229
H 1.00 3.51 4.82  0.306
H -0.58 2.39 8.60  0.284
H -1.83 1.26 8.07  0.287
H -1.99 2.99 7.72  0.278
H -2.62 1.90 5.06  0.660
H -1.72 0.40 4.75  0.194
H -0.98 4.80 3.30  0.480
H -2.42 4.13 4.06  0.377
H -5.02 3.96 2.83  0.326
H -4.49 2.75 1.65  0.338
H -5.27 4.23 1.10  0.337
H -3.60 6.83 2.72  0.283
H -3.86 6.84 0.97  0.277
H -2.23 7.05 1.63  0.297
H -2.17 3.16 -0.11  -0.515
H -1.07 4.54 0.03  0.221
H -2.65 4.73 -0.75  0.446

=====

2.
Below is a molecular structure, C43H56Cl2F3N4O3P3RuS at a distorted geometry, with properties calculated with wB97M-V/def2-TZVPD.

As for the orbital gap (alpha / beta): 8.38 / 5.29 eV. Its lowest unoccupied orbital energy (alpha / beta) is -4.980 / -8.061 eV. For the HOMO energy (alpha / beta), the calculation gives -13.360 / -13.350 eV. Its spin multiplicity is 5. For the relative energy (zero: lowest compared OMol25 entry of this formula, charge and spin), the calculation gives 0.042 eV. Its charge is +2.

Each line ends with the Mulliken charge.
Positions of all 116 atoms, in Å:
Ru 0.03 0.21 0.12  1.960
C -3.28 0.93 1.00  -1.569
C -3.09 -0.57 1.15  -0.675
P -1.90 -1.11 -0.13  1.838
C -1.76 -2.90 0.03  0.751
C -1.82 -3.51 1.28  -0.575
C -1.78 -4.90 1.38  -0.986
C -1.70 -5.68 0.23  -0.626
C -1.65 -5.07 -1.01  -0.914
C -1.67 -3.69 -1.12  -0.469
C -2.74 -0.83 -1.70  -0.005
C -4.02 -1.35 -1.90  -0.788
C -4.69 -1.12 -3.09  -0.872
C -4.08 -0.36 -4.09  -0.782
C -2.81 0.16 -3.90  -0.941
C -2.14 -0.08 -2.71  0.100
P -1.67 1.85 0.84  1.280
C -1.41 2.56 2.48  0.822
C -0.98 3.88 2.66  -0.413
C -0.80 4.38 3.94  -0.935
C -1.02 3.57 5.05  -0.616
C -1.43 2.25 4.88  -0.898
C -1.62 1.75 3.60  -0.339
C -2.10 3.18 -0.29  0.508
C -3.08 4.10 0.09  -0.625
C -3.50 5.07 -0.80  -0.843
C -2.96 5.13 -2.08  -0.700
C -1.99 4.21 -2.46  -0.995
C -1.56 3.24 -1.57  0.362
H -3.84 1.36 1.83  0.696
H -3.83 1.15 0.08  0.631
H -4.02 -1.12 1.02  0.642
H -2.68 -0.84 2.12  0.430
H -1.93 -2.93 2.18  0.743
H -1.85 -5.37 2.35  0.523
H -1.70 -6.75 0.31  0.473
H -1.62 -5.68 -1.91  0.511
H -1.66 -3.22 -2.10  0.517
H -4.50 -1.96 -1.14  0.451
H -5.68 -1.52 -3.24  0.474
H -4.61 -0.17 -5.01  0.455
H -2.35 0.75 -4.67  0.533
H -1.15 0.33 -2.55  -0.074
H -0.80 4.51 1.81  0.499
H -0.49 5.40 4.07  0.459
H -0.87 3.96 6.04  0.428
H -1.60 1.61 5.73  0.485
H -1.94 0.72 3.48  -0.019
H -3.50 4.07 1.09  0.503
H -4.25 5.79 -0.50  0.471
H -3.29 5.89 -2.77  0.435
H -1.56 4.26 -3.45  0.524
H -0.78 2.55 -1.86  -0.146
Cl -1.24 -1.87 4.65  -0.121
C 0.26 -2.18 3.79  -0.469
Cl 0.70 -0.85 2.69  0.186
H 0.15 -3.08 3.19  0.214
H 1.07 -2.26 4.51  0.503
N 1.12 -0.98 -0.87  -0.719
P 2.37 -1.21 -1.76  -1.832
N 3.80 -1.06 -0.90  1.567
C 3.74 -1.29 0.56  0.472
C 5.07 -0.97 1.22  -1.204
C 6.21 -1.86 0.69  -0.783
C 6.00 -2.17 -0.80  -0.555
C 5.16 -1.09 -1.48  -1.174
N 2.42 -2.89 -2.09  1.314
C 3.08 -3.48 -3.26  -0.670
C 3.66 -4.84 -2.96  -0.891
C 2.58 -5.84 -2.52  -0.814
C 1.44 -5.11 -1.79  -0.829
C 1.93 -3.84 -1.09  -0.134
N 2.61 -0.54 -3.22  0.920
C 3.41 0.70 -3.48  0.001
C 3.46 0.92 -4.99  -1.274
C 2.07 1.28 -5.52  -0.955
C 0.98 0.50 -4.76  0.160
C 1.54 -0.80 -4.22  -0.975
H 3.46 -2.34 0.74  0.180
H 2.94 -0.66 0.96  -0.452
H 4.95 -1.10 2.29  0.526
H 5.30 0.08 1.05  0.272
H 6.26 -2.79 1.25  0.403
H 7.16 -1.35 0.84  0.310
H 5.50 -3.13 -0.92  -0.134
H 6.95 -2.24 -1.32  0.475
H 5.09 -1.23 -2.55  0.786
H 5.61 -0.11 -1.31  0.509
H 3.80 -2.77 -3.66  0.620
H 2.30 -3.57 -4.04  0.420
H 4.41 -4.74 -2.18  0.030
H 4.19 -5.20 -3.85  0.562
H 3.03 -6.59 -1.87  0.407
H 2.18 -6.36 -3.39  0.314
H 0.99 -5.75 -1.04  0.470
H 0.65 -4.83 -2.49  0.234
H 2.75 -4.08 -0.41  0.178
H 1.15 -3.36 -0.51  -0.001
H 4.40 0.58 -3.08  0.443
H 2.94 1.55 -3.00  -0.217
H 3.84 0.02 -5.48  0.331
H 4.17 1.72 -5.20  0.425
H 2.01 1.08 -6.59  0.378
H 1.90 2.35 -5.39  0.376
H 0.13 0.28 -5.41  0.550
H 0.61 1.10 -3.92  -0.501
H 1.95 -1.40 -5.03  0.252
H 0.75 -1.40 -3.75  0.690
F 4.29 2.12 -0.31  -0.093
C 3.43 3.13 -0.12  0.328
F 3.51 3.95 -1.17  -0.191
F 3.77 3.78 0.98  -0.177
S 1.72 2.48 0.02  0.227
O 1.39 1.96 -1.31  -0.546
O 0.93 3.57 0.48  -0.269
O 1.84 1.33 0.96  -0.756

=====

What is the charge in the second record? +2